13
Properties=species:S:1:pos:R:3 method="wB97M-V/def2-TZVPD" e_homo_ev=-7.805 orbital_gap_ev=8.246 total_energy_ha=-663.6624 de_lowest_kcal_mol=41.5
C 0.8867 0.5993 -0.1808
H -0.6214 -0.3180 -2.9198
H 1.7208 1.1328 -0.5995
N -0.8570 0.2784 2.9426
H -1.8637 0.3550 2.9828
C 0.3078 -0.4455 -2.3692
C 0.0823 -0.2377 -0.9094
H 1.0421 0.2675 -2.7420
S -1.2118 -0.9932 -0.1093
H -0.4578 -0.3827 3.5987
C -0.3136 0.3631 1.7470
N 0.6137 0.8381 1.1148
H 0.6718 -1.4571 -2.5561